(1)
{"formula": "C12H18N2O", "method": "the ωB97M-V functional and the def2-TZVPD basis", "elements": ["C", "C", "C", "C", "C", "N", "H", "C", "H", "C", "C", "H", "H", "H", "C", "H", "H", "C", "C", "N", "H", "H", "H", "C", "H", "H", "H", "H", "H", "H", "O", "H", "H"], "xyz": [[2.9134, 0.3888, 1.4383], [1.9383, 0.3242, 0.7452], [0.8846, 0.1615, -0.2556], [0.3340, 1.5456, -0.6415], [-0.8528, 1.4887, -1.6129], [-1.8273, 0.5166, -1.1351], [-2.5999, 0.4671, -1.7910], [-1.2868, -0.8122, -0.9085], [-0.7963, -1.2355, -1.7972], [-0.2683, -0.7619, 0.2468], [0.2691, -2.1704, 0.5161], [-0.5106, -2.7934, 0.9484], [1.1058, -2.1409, 1.2107], [0.5952, -2.6432, -0.4090], [-1.0355, -0.2229, 1.4689], [-1.6221, 0.6343, 1.1339], [-1.7425, -1.0020, 1.7668], [-0.2464, 0.2066, 2.7127], [0.4765, -0.8643, 3.3461], [1.0377, -1.7037, 3.8835], [-0.9577, 0.5930, 3.4508], [0.4630, 1.0017, 2.4735], [-2.1162, -1.4688, -0.6324], [-0.3952, 1.2634, -3.0598], [0.1827, 2.1182, -3.4017], [0.2289, 0.3791, -3.1341], [-1.2603, 1.1497, -3.7121], [-1.3613, 2.4630, -1.5711], [1.1438, 2.1136, -1.1014], [0.0296, 2.0605, 0.2701], [1.4904, -0.4030, -1.4164], [2.0673, -1.1221, -1.1381], [3.7188, 0.4687, 2.1062]], "forces_ev_per_a": [[-0.489, 0.061, -0.174], [0.543, -0.072, -0.053], [-0.429, 0.224, 0.201], [-0.122, -0.122, -0.227], [0.091, 0.225, -0.197], [-0.375, 0.003, -0.241], [0.057, 0.027, 0.109], [0.126, -0.049, 0.033], [-0.038, -0.042, 0.132], [-0.115, -0.269, -0.173], [0.014, 0.250, -0.108], [-0.056, -0.072, 0.054], [0.037, -0.112, 0.027], [0.016, -0.060, -0.079], [0.135, 0.173, -0.006], [-0.004, -0.098, 0.143], [-0.030, 0.035, -0.037], [-0.520, 0.521, -0.303], [0.182, -0.106, 0.282], [0.266, -0.430, 0.248], [0.097, 0.036, -0.086], [-0.141, -0.025, 0.133], [0.066, -0.037, 0.021], [-0.115, -0.053, 0.232], [0.093, 0.093, -0.091], [0.018, -0.049, -0.114], [-0.068, 0.034, -0.079], [0.165, -0.115, 0.004], [0.030, 0.024, 0.105], [0.039, -0.005, 0.045], [0.026, -0.010, -0.189], [0.016, 0.015, 0.037], [0.487, 0.003, 0.350]], "smiles": "C#C[C@]1(O)C[C@@H](C)NC[C@]1(C)CCC#N", "lumo_energy_ev": 0.744, "relative_energy_kcal_mol": 15.34, "energy_ev": -17761.7960, "orbital_gap_ev": 9.67}

***

(2)
{"formula": "C30H90O15", "method": "the ωB97M-V functional and the def2-TZVPD basis", "elements": ["C", "C", "O", "H", "H", "H", "H", "H", "H", "C", "C", "O", "H", "H", "H", "H", "H", "H", "C", "C", "O", "H", "H", "H", "H", "H", "H", "C", "C", "O", "H", "H", "H", "H", "H", "H", "C", "C", "O", "H", "H", "H", "H", "H", "H", "C", "C", "O", "H", "H", "H", "H", "H", "H", "C", "C", "O", "H", "H", "H", "H", "H", "H", "C", "C", "O", "H", "H", "H", "H", "H", "H", "C", "C", "O", "H", "H", "H", "H", "H", "H", "C", "C", "O", "H", "H", "H", "H", "H", "H", "C", "C", "O", "H", "H", "H", "H", "H", "H", "C", "C", "O", "H", "H", "H", "H", "H", "H", "C", "C", "O", "H", "H", "H", "H", "H", "H", "C", "C", "O", "H", "H", "H", "H", "H", "H", "C", "C", "O", "H", "H", "H", "H", "H", "H"], "xyz": [[4.4489, -0.0035, -0.0116], [4.5556, -1.4899, 0.2288], [5.8867, -1.8243, -0.0573], [4.9980, 0.4992, 0.7846], [3.3908, 0.2524, -0.0669], [4.8229, 0.3553, -0.9705], [3.9341, -2.0162, -0.4956], [4.2908, -1.7024, 1.2646], [6.3598, -1.8499, 0.7777], [-0.4983, 2.3760, 4.5064], [-0.7993, 3.2117, 3.3005], [-1.8488, 2.5792, 2.6123], [0.2819, 2.9316, 5.0266], [-0.1501, 1.3580, 4.3320], [-1.2966, 2.2814, 5.2426], [0.0489, 3.2349, 2.6162], [-1.0335, 4.2408, 3.5729], [-2.0151, 3.0001, 1.7656], [3.3156, 3.5536, -0.8513], [4.4346, 4.4189, -0.2674], [5.2280, 4.9489, -1.2853], [2.6432, 3.1998, -0.0697], [3.6892, 2.6671, -1.3638], [2.6609, 4.1364, -1.4992], [5.0067, 3.8375, 0.4556], [4.0404, 5.2492, 0.3186], [4.8118, 5.7578, -1.5922], [1.7409, 1.1029, -3.3878], [1.7804, 0.8629, -4.8804], [3.1101, 0.8507, -5.3634], [2.2023, 0.3266, -2.7774], [0.7275, 1.2000, -2.9985], [2.2625, 2.0243, -3.1289], [1.1388, 1.5733, -5.4017], [1.3060, -0.0977, -5.0810], [3.0285, 0.5273, -6.2636], [-3.6531, -1.7662, 3.2286], [-2.7965, -0.6209, 2.7885], [-2.6309, 0.2568, 3.8638], [-3.0758, -2.3270, 3.9636], [-3.8349, -2.4114, 2.3690], [-4.5868, -1.4119, 3.6655], [-3.2135, -0.0269, 1.9753], [-1.8304, -0.9326, 2.3915], [-2.3864, 1.1181, 3.5174], [1.5907, -3.3461, -3.6107], [1.8675, -3.7484, -2.1785], [0.6347, -3.9789, -1.4925], [2.4746, -3.5646, -4.2099], [1.4884, -2.2637, -3.6880], [0.7730, -3.9142, -4.0541], [2.4899, -2.9583, -1.7585], [2.4663, -4.6589, -2.1547], [0.1111, -4.6380, -1.9539], [2.6092, 0.2840, 3.2755], [3.5541, -0.6661, 3.9926], [3.1363, -0.7079, 5.3330], [2.9132, 0.4701, 2.2454], [2.6334, 1.2695, 3.7406], [1.5730, -0.0537, 3.2554], [4.5670, -0.2871, 3.8569], [3.6368, -1.6652, 3.5648], [2.2801, -1.1205, 5.4685], [-4.4007, 5.0813, 0.4912], [-3.1690, 4.9231, -0.4182], [-2.2429, 4.0412, 0.1871], [-4.9851, 4.1612, 0.4964], [-4.9639, 5.9692, 0.2038], [-4.0746, 5.2118, 1.5231], [-2.6404, 5.8656, -0.5603], [-3.5024, 4.5960, -1.4031], [-1.8249, 3.5886, -0.5491], [-4.1316, 1.2595, -0.7079], [-5.1960, 1.6610, -1.6483], [-6.4471, 1.8309, -1.0116], [-4.2884, 0.2780, -0.2604], [-4.0944, 2.0093, 0.0824], [-3.1441, 1.3099, -1.1665], [-5.3318, 0.9132, -2.4296], [-4.8444, 2.5461, -2.1786], [-7.1267, 2.0840, -1.6405], [2.1381, -4.4363, 1.1301], [3.1741, -4.5925, 2.2303], [2.8047, -5.7597, 2.9764], [2.1824, -5.3264, 0.5024], [2.3811, -3.5493, 0.5450], [1.1499, -4.3132, 1.5733], [3.0951, -3.6812, 2.8230], [4.1640, -4.7437, 1.7997], [2.9411, -6.4848, 2.3622], [-2.5975, 0.4183, -4.7928], [-1.6306, -0.3872, -3.9163], [-1.3940, 0.2543, -2.6768], [-2.9444, -0.1946, -5.6247], [-2.1608, 1.3625, -5.1183], [-3.5124, 0.6137, -4.2335], [-0.6936, -0.6559, -4.4041], [-2.1816, -1.2806, -3.6224], [-0.7945, -0.2991, -2.1708], [-0.2522, 4.7810, -3.2948], [-1.1852, 3.6293, -3.3515], [-1.1746, 2.9632, -2.1484], [-0.5351, 5.5443, -2.5700], [-0.2763, 5.3062, -4.2496], [0.7829, 4.5120, -3.0846], [-0.9237, 2.8667, -4.0851], [-2.2172, 3.9393, -3.5157], [-1.3439, 2.0473, -2.3810], [-0.4444, -3.8640, 4.0550], [0.6762, -3.3820, 5.0201], [0.7585, -1.9443, 5.0392], [-0.4647, -3.1931, 3.1962], [-1.4448, -3.8476, 4.4875], [-0.1678, -4.8649, 3.7238], [1.5862, -3.8521, 4.6472], [0.5442, -3.8372, 6.0017], [-0.0260, -1.6175, 5.4858], [0.3510, 0.6276, 0.2676], [0.4582, -0.9110, 0.2354], [0.0342, -1.3732, -1.0319], [0.9359, 0.9897, -0.5779], [0.7054, 1.0076, 1.2257], [-0.6841, 0.9565, 0.1752], [-0.1279, -1.3999, 1.0137], [1.5003, -1.1750, 0.4154], [0.2537, -2.3066, -1.0785], [-2.9707, -3.0997, -1.4036], [-3.1107, -4.5701, -0.9340], [-4.0704, -4.5728, 0.1329], [-2.7024, -2.4167, -0.5976], [-3.9015, -2.6641, -1.7669], [-2.2124, -2.9481, -2.1718], [-2.1163, -4.9515, -0.7018], [-3.4151, -5.2840, -1.6994], [-3.8268, -5.2735, 0.7423]], "forces_ev_per_a": [[-0.905, 0.315, -0.062], [0.253, 1.126, -0.949], [0.911, -1.054, 0.315], [-0.316, 0.373, -0.017], [-0.154, 0.469, 0.599], [0.422, -0.530, -0.058], [-0.176, -0.265, 0.288], [-0.266, -0.332, -0.058], [0.251, -0.052, -0.091], [0.840, 0.451, 1.150], [-0.044, -0.668, -0.500], [-0.731, -0.313, 0.021], [0.330, -0.253, 0.246], [0.068, 0.162, -0.443], [-0.396, 0.230, -0.322], [0.444, 0.152, 0.158], [-0.192, 0.094, 0.093], [-0.195, 0.423, -0.439], [-0.343, 0.134, 0.617], [-1.186, -0.281, 0.325], [0.976, 0.126, -0.452], [0.058, -0.113, 0.289], [0.151, 0.218, -0.150], [0.211, 0.027, -0.318], [0.480, -0.080, -0.355], [-0.406, -0.010, 0.161], [0.047, -0.035, -0.076], [0.198, 0.501, 0.422], [-0.567, -0.599, 0.633], [-0.222, 0.090, -0.063], [0.194, -0.310, -0.316], [-0.063, 0.044, -0.327], [0.031, 0.125, -0.122], [0.169, 0.504, -0.076], [0.012, -0.374, -0.058], [0.410, 0.035, -0.165], [0.357, -0.248, -0.345], [-0.055, 1.052, -0.500], [0.124, -0.308, 1.152], [-0.267, -0.122, 0.168], [-0.233, -0.177, 0.067], [0.052, -0.074, -0.064], [-0.536, -0.270, -0.346], [0.329, -0.482, 0.113], [0.064, 0.391, -0.289], [0.901, 0.099, -0.402], [-0.128, -0.742, -1.162], [0.421, 0.604, 0.829], [0.108, -0.104, -0.102], [-0.637, -0.053, -0.060], [-0.170, 0.243, 0.037], [-0.576, -0.046, 0.737], [0.047, -0.121, 0.098], [0.117, 0.004, -0.202], [0.138, 0.156, -0.969], [-1.123, 0.418, -0.112], [1.856, 0.325, 0.960], [0.036, -0.165, -0.231], [0.026, -0.102, 0.320], [0.036, -0.201, 0.157], [0.162, 0.270, 0.809], [-0.523, -0.277, -0.252], [-0.340, -0.293, -0.691], [0.917, -0.062, -0.033], [-0.604, 0.604, 0.796], [-0.284, -0.312, 0.135], [-0.273, 0.184, -0.270], [-0.273, -0.240, -0.059], [0.136, 0.179, 0.029], [-0.244, 0.376, -0.029], [0.154, -0.353, -0.125], [0.597, -0.444, -0.411], [0.484, 0.177, 1.157], [-0.439, -0.307, -1.553], [0.056, 0.265, 0.733], [-0.019, -0.004, -0.037], [-0.025, -0.109, 0.307], [-0.138, -0.279, -0.240], [0.161, -0.316, -0.207], [-0.259, 0.536, 0.031], [0.160, -0.014, -0.149], [0.615, 0.253, 0.032], [-1.146, -0.414, -0.638], [0.397, 0.507, 0.469], [-0.296, 0.103, -0.240], [-0.155, -0.054, -0.206], [-0.002, -0.106, -0.138], [0.468, -0.389, 0.562], [0.213, 0.378, 0.160], [-0.077, -0.253, 0.129], [0.298, -0.269, 0.516], [-1.288, -0.327, 0.331], [-0.231, 1.265, -0.609], [0.391, 0.118, -0.267], [-0.114, -0.076, -0.214], [0.104, 0.228, 0.260], [-0.010, 0.070, -0.200], [0.195, -0.556, -0.527], [0.362, -0.473, 0.656], [0.478, 1.164, -0.664], [-0.438, 0.009, -0.433], [0.146, -0.613, 1.934], [-0.233, -0.234, 0.277], [0.153, 0.003, -0.185], [-0.073, -0.288, -0.032], [0.210, 0.459, -0.697], [-0.118, 0.381, -0.604], [-0.059, -0.946, 0.495], [0.646, 0.403, 0.466], [-1.001, -0.637, -0.909], [0.192, -0.965, 0.218], [0.083, -0.049, -0.143], [0.088, -0.129, 0.137], [-0.313, -0.086, -0.041], [0.385, 0.789, -0.047], [-0.155, 0.400, 0.293], [-0.215, 0.145, 0.002], [-0.252, -1.069, 0.104], [-0.022, 1.036, 0.390], [0.165, 0.486, -0.101], [0.030, 0.366, 0.159], [0.228, 0.064, -0.142], [-0.070, -0.045, -0.167], [-0.154, 0.129, 0.189], [0.256, -0.143, -0.046], [-0.289, -0.640, -0.302], [-0.238, -0.183, -0.020], [-0.118, 1.103, -0.349], [0.781, -0.226, -0.190], [0.246, -0.394, 0.356], [-0.214, -0.409, -0.212], [0.026, -0.309, -0.091], [0.150, 0.140, 0.923], [-0.484, 0.361, -0.464], [-0.130, -0.064, 0.118]], "lumo_energy_ev": 0.171, "relative_energy_kcal_mol": 116.82, "energy_ev": -63278.2414, "orbital_gap_ev": 9.40}